{"formula": "C44H48F10N3O31PS2", "method": "wB97M-V/def2-TZVPD", "smiles": "C[C@@H](O)CNCCOc1ccc2c(c1[PH2]=N)Sc1ccccc1N2S(=O)(=O)F.O=C1OC[C@@H](F)O1.O=C1OC[C@@H](F)O1.O=C1OC[C@@H](F)O1.O=C1OC[C@@H](F)O1.O=C1OC[C@@H](F)O1.O=C1OC[C@@H](F)O1.O=C1OC[C@@H](F)O1.O=C1OC[C@@H](F)O1.O=C1OC[C@@H](F)O1", "homo_ha": -0.3121, "species": ["C", "C", "O", "C", "N", "C", "C", "O", "C", "C", "C", "C", "C", "C", "P", "N", "S", "C", "C", "C", "C", "C", "C", "N", "S", "O", "O", "F", "H", "H", "H", "H", "H", "H", "H", "H", "H", "H", "H", "H", "H", "H", "H", "H", "H", "H", "H", "H", "H", "C", "C", "O", "C", "O", "O", "F", "H", "H", "H", "C", "C", "O", "C", "O", "O", "F", "H", "H", "H", "C", "C", "O", "C", "O", "O", "F", "H", "H", "H", "C", "C", "O", "C", "O", "O", "F", "H", "H", "H", "C", "C", "O", "C", "O", "O", "F", "H", "H", "H", "C", "C", "O", "C", "O", "O", "F", "H", "H", "H", "C", "C", "O", "C", "O", "O", "F", "H", "H", "H", "C", "C", "O", "C", "O", "O", "F", "H", "H", "H", "C", "C", "O", "C", "O", "O", "F", "H", "H", "H"], "positions_angstrom": [[-4.41, 1.14, -0.98], [-4.98, 0.69, -2.34], [-5.24, 1.80, -3.19], [-3.99, -0.23, -3.04], [-3.87, -1.51, -2.36], [-3.06, -2.49, -3.09], [-2.34, -3.42, -2.11], [-0.93, -3.14, -2.08], [-0.60, -2.20, -1.14], [-0.61, -0.86, -1.52], [-0.29, 0.12, -0.60], [0.04, -0.23, 0.70], [0.08, -1.57, 1.07], [-0.24, -2.58, 0.15], [-0.10, -4.33, 0.62], [-1.19, -5.36, 0.14], [0.57, -1.98, 2.72], [1.77, -0.73, 2.94], [2.94, -1.01, 3.64], [3.90, -0.02, 3.80], [3.69, 1.24, 3.26], [2.52, 1.51, 2.55], [1.57, 0.53, 2.40], [0.37, 0.81, 1.65], [-0.92, 1.27, 2.61], [-0.58, 1.25, 3.99], [-2.13, 0.74, 2.10], [-0.91, 2.79, 2.21], [-3.40, 0.77, -0.82], [-4.41, 2.23, -0.91], [-5.01, 0.78, -0.15], [-5.92, 0.17, -2.19], [-4.50, 2.42, -3.10], [-3.03, 0.31, -3.10], [-4.34, -0.41, -4.06], [-3.50, -1.38, -1.43], [-3.70, -3.07, -3.77], [-2.30, -1.98, -3.68], [-2.74, -3.29, -1.11], [-2.45, -4.47, -2.37], [-0.87, -0.60, -2.53], [-0.30, 1.17, -0.88], [-0.05, -4.19, 2.01], [1.21, -4.60, 0.24], [-0.75, -6.09, -0.41], [3.08, -2.00, 4.05], [4.81, -0.24, 4.34], [4.42, 2.03, 3.35], [2.34, 2.48, 2.12], [0.62, 4.72, 4.62], [0.99, 5.32, 5.96], [2.19, 4.63, 6.27], [2.79, 4.26, 5.11], [3.90, 3.86, 5.01], [1.91, 4.38, 4.08], [0.07, 5.06, 6.91], [0.04, 3.81, 4.76], [0.10, 5.40, 3.95], [1.19, 6.39, 5.95], [-9.15, -0.15, 1.82], [-7.89, -0.74, 1.22], [-7.64, 0.13, 0.13], [-8.17, 1.35, 0.43], [-7.93, 2.35, -0.14], [-9.01, 1.23, 1.49], [-8.07, -2.00, 0.76], [-10.03, -0.56, 1.32], [-9.23, -0.28, 2.89], [-7.02, -0.74, 1.89], [3.68, 5.64, 1.68], [4.32, 4.78, 0.61], [3.62, 5.18, -0.55], [3.18, 6.46, -0.36], [2.73, 7.14, -1.22], [3.30, 6.81, 0.93], [4.11, 3.46, 0.81], [2.79, 5.16, 2.07], [4.35, 5.90, 2.49], [5.39, 4.94, 0.46], [0.24, -7.54, 3.84], [1.57, -7.93, 4.44], [2.45, -7.82, 3.33], [1.92, -6.91, 2.47], [2.51, -6.40, 1.58], [0.64, -6.65, 2.80], [1.59, -9.19, 4.91], [-0.27, -8.41, 3.41], [-0.43, -7.04, 4.53], [1.92, -7.25, 5.23], [5.40, -7.01, 2.61], [5.90, -8.18, 1.79], [7.28, -7.87, 1.63], [7.67, -7.11, 2.69], [8.79, -6.89, 2.99], [6.58, -6.66, 3.36], [5.32, -8.25, 0.57], [5.11, -6.17, 1.97], [4.58, -7.26, 3.27], [5.81, -9.15, 2.27], [6.21, -3.92, 5.49], [5.85, -5.31, 5.96], [4.56, -5.49, 5.41], [4.47, -4.71, 4.29], [3.62, -4.80, 3.47], [5.49, -3.82, 4.26], [5.78, -5.40, 7.31], [5.84, -3.17, 6.19], [7.27, -3.77, 5.32], [6.51, -6.10, 5.59], [0.19, 5.73, -3.64], [0.52, 4.93, -2.39], [0.27, 3.60, -2.81], [0.44, 3.54, -4.16], [0.53, 2.54, -4.79], [0.50, 4.79, -4.67], [-0.30, 5.23, -1.35], [-0.88, 5.96, -3.69], [0.77, 6.64, -3.75], [1.55, 5.02, -2.06], [-4.18, 4.13, -5.90], [-3.85, 5.14, -4.82], [-3.11, 6.11, -5.54], [-3.51, 6.07, -6.85], [-3.24, 6.88, -7.66], [-4.23, 4.95, -7.07], [-3.05, 4.62, -3.87], [-3.38, 3.40, -6.00], [-5.13, 3.61, -5.75], [-4.71, 5.62, -4.35], [-1.67, 4.04, -9.23], [-1.14, 2.91, -8.37], [-0.94, 1.87, -9.31], [-0.72, 2.45, -10.53], [-0.30, 1.88, -11.48], [-1.05, 3.76, -10.49], [-2.04, 2.49, -7.44], [-2.76, 3.96, -9.33], [-1.41, 5.03, -8.88], [-0.20, 3.12, -7.87]]}



{"formula": "C44H49CeGeIN9O3P", "method": "wB97M-V/def2-TZVPD", "s_squared": 0.75, "homo_ha": [-0.3611, -0.3612], "charge": 1, "multiplicity": 2, "species": ["Ce", "C", "C", "N", "C", "C", "C", "O", "C", "C", "N", "C", "C", "C", "C", "C", "C", "I", "C", "O", "H", "H", "H", "H", "H", "H", "H", "H", "H", "H", "H", "H", "C", "O", "C", "C", "C", "C", "C", "C", "C", "N", "C", "C", "N", "C", "C", "C", "C", "N", "C", "C", "N", "C", "C", "C", "C", "H", "H", "H", "H", "H", "H", "H", "H", "H", "H", "H", "H", "H", "H", "C", "N", "C", "N", "C", "N", "C", "P", "C", "C", "H", "H", "H", "H", "H", "H", "H", "H", "H", "H", "H", "H", "H", "C", "Ge", "C", "C", "C", "H", "H", "H", "H", "H", "H", "H", "H", "H", "H"], "positions_angstrom": [[-1.46, 0.13, 0.86], [2.07, 0.13, -2.74], [1.76, 1.56, -2.36], [2.49, 2.57, -2.84], [2.33, 3.84, -2.34], [1.38, 4.19, -1.38], [1.23, 5.62, -0.79], [1.34, 5.71, 0.63], [0.49, 3.11, -0.92], [-0.49, 3.45, 0.09], [-1.36, 2.67, 0.49], [-2.34, 3.08, 1.45], [-3.05, 4.30, 1.43], [-3.96, 4.51, 2.49], [-4.04, 3.60, 3.56], [-3.41, 2.37, 3.41], [-2.58, 1.98, 2.32], [-2.68, -2.41, 2.20], [0.67, 1.84, -1.54], [-0.26, 0.87, -1.38], [1.57, -0.25, -3.68], [1.71, -0.50, -1.93], [3.15, -0.03, -2.87], [3.01, 4.49, -2.90], [0.26, 6.06, -1.12], [2.01, 6.31, -1.18], [2.25, 5.70, 0.93], [-0.41, 4.50, 0.42], [-2.82, 5.11, 0.74], [-4.48, 5.49, 2.59], [-4.60, 3.84, 4.44], [-3.50, 1.70, 4.28], [11.11, -6.55, 1.54], [10.65, -5.43, 2.35], [9.54, -4.77, 1.83], [8.90, -5.10, 0.66], [7.65, -4.57, 0.35], [7.06, -3.64, 1.18], [7.83, -3.21, 2.23], [9.01, -3.80, 2.62], [5.70, -3.10, 1.08], [4.66, -3.72, 0.55], [3.65, -2.82, 0.68], [4.07, -1.70, 1.34], [5.41, -1.91, 1.60], [3.23, -0.61, 1.72], [3.63, 0.44, 2.54], [2.71, 1.42, 2.94], [1.43, 1.29, 2.39], [1.03, 0.25, 1.64], [1.90, -0.70, 1.28], [1.45, -1.82, 0.41], [0.18, -1.84, 0.02], [-0.19, -2.74, -0.82], [0.61, -3.77, -1.29], [1.92, -3.89, -0.81], [2.30, -2.91, 0.11], [12.04, -6.96, 2.01], [11.36, -6.07, 0.61], [10.30, -7.21, 1.44], [9.26, -5.80, -0.03], [7.20, -4.96, -0.55], [7.50, -2.40, 2.88], [9.39, -3.44, 3.55], [6.02, -1.10, 1.75], [4.61, 0.46, 3.02], [2.95, 2.21, 3.59], [0.66, 2.01, 2.67], [-1.17, -2.65, -1.17], [0.19, -4.49, -1.96], [2.56, -4.71, -1.09], [-7.28, 0.48, -1.14], [-6.75, 1.64, -0.23], [-7.45, 1.48, 1.15], [-7.22, 0.20, 1.69], [-7.69, -0.87, 0.80], [-6.99, -0.75, -0.50], [-5.55, -1.15, -0.41], [-4.58, 0.03, 0.69], [-5.27, 1.62, 0.02], [-5.87, -0.05, 2.12], [-6.73, 0.58, -2.09], [-8.36, 0.62, -1.29], [-7.03, 2.54, -0.62], [-8.49, 1.74, 1.14], [-7.01, 2.27, 1.87], [-8.73, -0.67, 0.60], [-7.52, -1.81, 1.32], [-5.13, -1.14, -1.43], [-5.43, -2.18, -0.07], [-4.75, 1.91, -0.91], [-5.09, 2.42, 0.80], [-5.54, 0.74, 2.78], [-5.86, -1.01, 2.63], [-3.97, 0.99, -3.88], [-2.17, 0.43, -3.36], [-2.09, -1.51, -3.68], [-0.96, 1.34, -4.61], [-1.78, 0.93, -1.57], [-4.06, 0.89, -4.99], [-4.19, 1.96, -3.43], [-4.71, 0.28, -3.43], [-2.63, -1.79, -4.61], [-2.60, -1.93, -2.84], [-1.03, -1.91, -3.59], [-0.86, 2.36, -4.46], [-1.20, 1.04, -5.61], [0.08, 1.07, -4.45], [-2.06, 2.00, -1.67]]}



Question: Number 1 is which compound?
Answer: C44H48F10N3O31PS2